# C5H8N

An isolated ion of composition C5H8N and charge +1 (ωB97M-V/def2-TZVPD, the OMol25 dataset).

Calculated values
Total charge: +1
Electronic energy in eV: -6792.6932
Orbital gap in eV: 10.426
Energy above the lowest of the compared OMol25 structures with the same formula, charge and spin in kJ/mol: 520.6
Structure (SMILES): C[N@@H+]1CC12C=C2
2S+1: 1

XYZ file:
```
14
C5H8N, DFT ωB97M-V/def2-TZVPD
H 1.989 1.128 1.418
C 0.802 -0.303 -0.053
H -1.070 1.387 0.846
C -0.518 -1.380 0.415
H -2.558 0.716 -0.161
H -0.608 -1.474 1.530
N -0.614 -0.172 -0.432
H -0.721 -0.474 -1.372
H -1.332 1.843 -0.957
H -0.794 -2.316 -0.118
C 1.761 0.449 0.646
C -1.473 1.031 -0.128
C 2.235 -0.121 -0.471
H 2.901 -0.314 -1.163
```